[1]
This record from the OMol25 dataset describes the ion C5H12N3 with charge +1 at a distorted geometry. The level of theory is ωB97M-V/def2-TZVPD.

Last column: natural (NBO) charge in e.
CARTESIAN COORDINATES (ANGSTROEM)
C 0.94248 1.54642 -1.10406  -0.5842
C 0.00181 0.35725 -0.90903  -0.0280
C 0.27546 -0.34825 0.63355  0.5716
N 1.24527 -1.11451 1.06992  -0.7362
N -0.65183 0.02689 1.51943  -0.4007
N -0.69420 -0.58929 2.84050  -0.6782
C -1.28664 -0.07141 -1.53840  -0.3900
C 0.03592 -0.61249 -2.03067  -0.4200
H 0.68461 2.32467 -0.49051  0.2163
H 0.92305 1.70754 -2.10690  0.2331
H 1.84953 1.30393 -0.63626  0.2151
H 2.11804 -1.14877 0.58619  0.4357
H 1.13994 -1.57600 1.94688  0.4419
H -1.33897 0.74763 1.43919  0.4292
H -0.24747 -0.02086 3.56341  0.3775
H -1.64784 -0.63354 3.20000  0.3910
H -1.89563 0.72543 -2.18174  0.2450
H -1.87225 -0.64824 -0.99633  0.2154
H 0.16962 -1.69262 -1.84740  0.2329
H 0.24910 -0.28377 -2.95778  0.2328

Its structure (SMILES) is CC1(/C(N)=[NH+]/N)CC1. The calculation puts the relative energy (zero: lowest compared OMol25 entry of this formula, charge and spin) at 80.2 kcal/mol. For the largest force on an atom, the calculation gives 0.1217 Eh/bohr. The calculation puts the highest occupied orbital energy at -14.693 eV. The LUMO energy comes out at -3.194 eV. The total charge is +1.



[2]
This record from the OMol25 dataset describes an isolated molecule of C3H4N2O. The level of theory is ωB97M-V/def2-TZVPD.

Last column: natural (NBO) charge in e.
CARTESIAN COORDINATES (ANGSTROEM)
N 1.39229 -0.20037 -0.09499  -0.7990
C 0.06813 0.14761 -0.15623  0.1092
C -0.87211 -0.93132 -0.54283  0.3992
O -0.58704 -2.09973 -0.40277  -0.5565
C -0.46999 1.38956 0.32445  -0.0015
N -0.98942 0.62106 1.16656  -0.2929
H 1.58494 -1.19253 -0.06224  0.4110
H 2.04821 0.38537 0.39673  0.3923
H -1.85761 -0.58600 -0.89455  0.1368
H -0.31741 2.46635 0.26586  0.2014

Its structure (SMILES) is N[C@]1(C=O)C=N1. The calculation puts the relative energy (zero: lowest compared OMol25 entry of this formula, charge and spin) at 70.8 kcal/mol. For the largest force on an atom, the calculation gives 0.0124 Eh/bohr. The calculation puts the highest occupied orbital energy at -8.911 eV. The LUMO energy comes out at 0.621 eV.



[3]
This record from the OMol25 dataset describes an isolated molecule of C6H7F at a distorted geometry. The level of theory is ωB97M-V/def2-TZVPD.

Last column: natural (NBO) charge in e.
CARTESIAN COORDINATES (ANGSTROEM)
C 0.52209 0.01965 1.60372  -0.6211
C -0.49502 0.25062 0.43099  0.2507
F -1.50671 0.99506 1.17478  -0.3692
C 0.04313 1.10275 -0.55781  -0.2038
C 0.10275 0.51895 -1.85014  -0.1922
C -0.15600 -1.01995 -1.59488  -0.2319
C -0.63692 -1.11423 -0.33844  -0.2315
H 1.40911 -0.53941 1.27030  0.2153
H 0.26616 -0.37406 2.62388  0.2331
H 0.80431 0.91637 1.93895  0.2044
H 0.46537 2.03147 0.00993  0.2336
H 0.59979 0.98485 -2.68638  0.2244
H -0.02708 -2.00042 -2.27317  0.2481
H -1.39097 -1.77166 0.24828  0.2403

Its structure (SMILES) is CC1(F)C=CC=C1. The calculation puts the relative energy (zero: lowest compared OMol25 entry of this formula, charge and spin) at 63.7 kcal/mol. For the largest force on an atom, the calculation gives 0.0899 Eh/bohr. The calculation puts the highest occupied orbital energy at -8.886 eV. The LUMO energy comes out at 0.108 eV.



[4]
This record from the OMol25 dataset describes a structure of composition C39H38N2O3V. The level of theory is ωB97M-V/def2-TZVPD.

Last column: Löwdin charge in e.
CARTESIAN COORDINATES (ANGSTROEM)
V -0.29148 -0.20066 0.57329  1.2304
O 1.10412 0.40674 -0.06356  -0.1566
C 1.74172 1.85351 -0.14351  -0.2606
C 0.73012 2.62726 0.71329  -0.0431
C -0.66409 2.59286 0.15132  -0.1839
C -1.27366 3.74329 -0.28601  0.0546
C -2.55027 3.67799 -0.83092  0.0633
C -3.17676 2.44822 -0.94986  0.0396
C -2.55579 1.29435 -0.50854  -0.1660
C -3.28557 -0.01974 -0.65697  -0.0134
C -2.46153 -1.22205 -1.15534  -0.3056
O -1.43416 -1.22768 -0.04152  -0.1550
C -1.71537 -1.05599 -2.45212  -0.1959
C -2.07807 -0.09657 -3.39021  -0.0161
C -1.44453 -0.06452 -4.62639  -0.0478
C -0.43968 -0.97373 -4.91750  -0.0522
C -0.06405 -1.92502 -3.97477  -0.0332
C -0.71110 -1.97811 -2.75225  -0.0177
C -3.25330 -2.50137 -1.05986  -0.1811
C -3.22290 -3.32966 0.05528  -0.0256
C -4.01740 -4.46595 0.08937  -0.0438
C -4.85345 -4.76927 -0.97477  -0.0351
C -4.88848 -3.93760 -2.08640  -0.0292
C -4.08391 -2.81143 -2.13524  -0.0040
N -1.31814 1.38978 0.07573  0.0843
C 1.75091 2.28053 -1.58606  -0.1878
C 2.27962 3.55134 -1.82236  -0.0110
C 2.33943 4.04998 -3.11114  -0.0297
C 1.88693 3.27919 -4.17456  -0.0334
C 1.37310 2.01503 -3.93946  -0.0401
C 1.29324 1.50900 -2.64623  -0.0128
C 3.09245 1.67356 0.47815  -0.1856
C 3.43820 2.25319 1.69886  -0.0311
C 4.71068 2.06061 2.21994  -0.0488
C 5.62958 1.27359 1.53947  -0.0296
C 5.28655 0.69277 0.32254  -0.0253
C 4.02948 0.90270 -0.21488  0.0025
H 1.05738 3.66613 0.74629  0.1497
H 0.74359 2.25686 1.74325  0.1282
H -0.74783 4.68439 -0.20974  0.1464
H -3.04452 4.57717 -1.17621  0.1473
H -4.16002 2.37532 -1.39313  0.1463
H -4.11695 0.12653 -1.34588  0.1499
H -3.73441 -0.31043 0.29684  0.1620
H -2.88100 0.60314 -3.19527  0.1165
H -1.75099 0.66303 -5.36612  0.1257
H 0.04042 -0.95864 -5.88714  0.1261
H 0.70489 -2.64842 -4.21013  0.1243
H -0.47300 -2.76782 -2.04762  0.1321
H -2.57971 -3.10913 0.89855  0.1062
H -3.98207 -5.11841 0.95116  0.1185
H -5.47172 -5.65556 -0.94112  0.1238
H -5.53359 -4.17242 -2.92167  0.1241
H -4.09459 -2.18240 -3.01751  0.1285
H 2.67992 4.13905 -1.00319  0.1328
H 2.75961 5.03061 -3.28847  0.1252
H 1.95075 3.65991 -5.18468  0.1243
H 1.04096 1.40510 -4.76665  0.1002
H 0.90066 0.51064 -2.49192  0.0968
H 2.75363 2.89917 2.23412  0.1155
H 4.99147 2.54515 3.14558  0.1220
H 6.62234 1.13052 1.94476  0.1260
H 6.01085 0.09781 -0.21703  0.1254
H 3.77418 0.48370 -1.18097  0.1336
O -0.10877 -0.48014 2.31333  -0.0777
C 0.83397 -0.37413 3.23186  -0.3509
C 2.17878 -0.95616 3.01297  -0.0509
C 2.13218 -2.23740 3.92758  -0.1146
C 0.73250 -2.82243 4.26363  -0.1574
C -0.06707 -2.14770 5.40215  -0.1419
C -0.67415 -0.78430 5.05433  -0.0810
N 0.46716 -0.03620 4.43253  0.1593
H 2.97294 -0.27865 3.33114  0.1378
H 2.33748 -1.18606 1.96055  0.1244
H 2.64823 -2.00688 4.86109  0.1286
H 2.72372 -3.00175 3.42668  0.1303
H 0.90207 -3.85276 4.57423  0.1313
H 0.11599 -2.90129 3.35998  0.1165
H 0.57838 -2.03886 6.27837  0.1316
H -0.88188 -2.80474 5.71031  0.1346
H -1.02267 -0.23296 5.92257  0.1395
H -1.47795 -0.85019 4.32593  0.1261
H 1.24639 0.06542 5.07784  0.1829

The calculation puts the relative energy (zero: lowest compared OMol25 entry of this formula, charge and spin) at 39.3 kcal/mol. For the largest force on an atom, the calculation gives 0.0170 Eh/bohr. The calculation puts the highest occupied orbital energy at -16.219 eV. The LUMO energy comes out at -11.800 eV. The total charge is +3.



[5]
This record from the OMol25 dataset describes a structure of composition C39H35BrDyF4N4O2P at a distorted geometry. The level of theory is ωB97M-V/def2-TZVPD.

Last column: Mulliken spin population.
CARTESIAN COORDINATES (ANGSTROEM)
Dy 1.27084 -1.09800 0.02836  4.9168
C 1.73535 -1.77657 -3.44098  0.0023
O 0.79944 -1.53887 -2.37706  0.0177
C -0.55579 -1.53557 -2.73050  -0.0007
C -0.96700 -1.73324 -4.03574  0.0007
C -2.32252 -1.72348 -4.33277  -0.0010
C -3.25204 -1.51269 -3.32662  0.0002
C -2.82719 -1.31532 -2.02269  -0.0014
C -1.47485 -1.32810 -1.70450  0.0019
N -0.98215 -1.15754 -0.36253  -0.0217
N -1.91383 -1.17844 0.50665  0.0085
C -1.77545 -1.02447 1.83921  0.0018
C -0.55393 -0.88687 2.55059  0.0042
O 0.60535 -1.03594 1.94739  0.0139
C -0.56563 -0.60127 3.92481  0.0006
C -1.74578 -0.51176 4.60085  0.0023
C -3.00310 -0.70239 3.96691  -0.0009
C -4.20009 -0.63201 4.71027  0.0001
C -5.40637 -0.81621 4.09448  -0.0003
C -5.44236 -1.07296 2.71397  0.0002
C -4.28686 -1.14374 1.97080  -0.0003
C -3.03629 -0.96482 2.58272  0.0020
H 1.67007 -0.98653 -4.18544  0.0003
H 1.55319 -2.74877 -3.89402  -0.0001
H 2.72482 -1.77078 -2.99286  -0.0024
H -0.25735 -1.89248 -4.83419  -0.0001
H -2.64151 -1.88115 -5.35559  0.0000
H -4.31042 -1.49633 -3.55574  0.0000
H -3.53828 -1.13295 -1.23066  -0.0001
H 0.38819 -0.47105 4.42281  -0.0002
H -1.73441 -0.29361 5.66411  0.0001
H -4.14707 -0.43477 5.77563  0.0000
H -6.32506 -0.77199 4.66406  0.0000
H -6.39793 -1.21987 2.22462  -0.0001
H -4.33636 -1.35340 0.91205  0.0003
F 3.21914 5.82366 3.24108  0.0000
C 2.66732 4.90039 2.48405  0.0002
C 1.67714 5.23876 1.58439  -0.0002
F 1.27992 6.49245 1.48052  0.0000
C 1.10383 4.25899 0.79752  0.0002
F 0.14482 4.65515 -0.03584  -0.0001
C 1.48622 2.92483 0.86731  -0.0018
P 0.71158 1.68022 -0.23105  0.0411
C -1.06464 1.93875 0.04454  -0.0055
C -1.97413 1.84652 -1.00576  0.0043
C -3.33660 1.93722 -0.75053  -0.0006
C -3.79467 2.11168 0.54971  0.0003
C -2.88942 2.19712 1.59924  -0.0002
C -1.52736 2.11394 1.34807  -0.0006
C 1.12160 2.24188 -1.91124  0.0006
C 2.24255 1.64694 -2.49549  0.0003
C 2.68175 2.02598 -3.75621  0.0004
C 1.98223 2.99912 -4.45597  0.0002
C 0.85419 3.58331 -3.89262  -0.0001
C 0.42366 3.21272 -2.62765  0.0018
C 2.48222 2.61523 1.79592  0.0011
Br 3.09372 0.84979 2.09499  0.0005
C 3.06679 3.58060 2.59087  -0.0007
F 4.00768 3.27284 3.47407  -0.0001
H -1.62878 1.69854 -2.02243  -0.0001
H -4.04104 1.87735 -1.57213  0.0000
H -4.85730 2.19614 0.74379  0.0000
H -3.24367 2.33207 2.61450  0.0000
H -0.82683 2.17755 2.17443  0.0000
H 2.79645 0.89450 -1.94587  0.0014
H 3.56492 1.57195 -4.18991  0.0000
H 2.31523 3.30383 -5.44018  0.0000
H 0.30686 4.34068 -4.44019  0.0000
H -0.45888 3.67747 -2.20916  0.0001
N 3.87251 -1.01121 -0.48766  0.0031
C 4.61338 -2.09064 0.24007  -0.0006
C 3.89347 -3.41856 0.03331  0.0093
C 2.88315 -3.75540 1.13743  -0.0073
C 1.70584 -4.56926 0.61370  0.0017
N 0.68032 -3.64772 0.04100  -0.0025
H 4.12396 -1.10648 -1.46722  0.0009
H 4.26260 -0.11377 -0.21277  0.0001
H 4.63659 -1.82949 1.29847  -0.0006
H 5.64537 -2.13443 -0.10012  -0.0004
H 4.60993 -4.23361 -0.05337  -0.0002
H 3.37771 -3.37273 -0.93530  -0.0010
H 2.48187 -2.84413 1.60327  0.0084
H 3.38249 -4.28713 1.94815  0.0000
H 1.26698 -5.17690 1.40035  -0.0001
H 2.04776 -5.24921 -0.16401  -0.0001
H -0.09917 -3.59943 0.69012  0.0011
H 0.28109 -4.03414 -0.80662  0.0008

The calculation puts the relative energy (zero: lowest compared OMol25 entry of this formula, charge and spin) at 0.0 kcal/mol. The spin multiplicity is 6. For the largest force on an atom, the calculation gives 0.0385 Eh/bohr. The calculation puts the highest occupied orbital energy (spin up / spin down) at -12.844 / -12.858 eV. The LUMO energy (spin up / spin down) comes out at -6.400 / -6.373 eV. The total charge is +2.